# 1
ORCA calculation (ωB97M-V/def2-TZVPD) on a 4-piece molecular cluster, C16H43BNO7 overall.

Results
**HOMO-LUMO gap**: 6.15 eV
**Total charge**: -1

```
68
Properties=species:S:1:pos:R:3:forces:R:3
C 5.68225 -1.54354 0.82930 -0.3343 0.1175 -0.2826
C 4.16886 -1.44265 0.97680 0.2517 0.2368 -0.0036
N 3.72341 -0.07318 1.09401 -0.4097 -0.0729 0.1082
B 2.18907 0.09391 1.26878 0.5889 0.6069 -0.4059
O 1.45404 -0.48361 0.07018 -0.0432 -0.0386 0.3664
C 0.39749 -1.32956 0.36369 0.0676 0.0733 -0.7721
C 0.82357 -2.75497 0.68552 -0.6735 0.0445 0.2058
H 5.99974 -2.58463 0.83631 0.2123 -0.1205 0.1205
H 5.94426 -1.12232 -0.14124 0.2190 0.0571 -0.1403
H 6.19039 -0.95248 1.58559 0.1132 -0.0730 0.2396
H 3.74326 -1.97052 0.11074 -0.2604 -0.1350 -0.0015
H 3.84499 -1.97118 1.87270 -0.0571 -0.1495 0.1036
H 4.01248 0.44074 0.26633 0.0129 -0.0069 0.0167
H 1.97616 1.31686 1.30239 -0.1234 0.0296 0.0176
H 1.80980 -0.41353 2.31958 -0.0462 -0.2929 0.0713
H -0.26137 -0.93416 1.14580 0.0732 0.0468 0.2757
H -0.22239 -1.40089 -0.54310 -0.2194 0.0664 -0.0121
H 1.11742 -3.26624 -0.22527 0.3895 -0.0933 -0.0905
H 1.60481 -2.78053 1.43705 0.1886 -0.0109 0.0345
H -0.05896 -3.27444 1.06808 -0.0219 -0.2500 0.1342
C -4.97320 1.49948 -1.29143 -0.0011 0.0566 0.0558
O -4.29379 0.52659 -2.05954 0.0093 0.0857 -0.0753
C -3.80008 1.04702 -3.28497 -0.0354 -0.2471 0.0188
C -2.33139 1.40274 -3.21331 0.0319 0.2316 -0.0520
O -2.10802 2.51122 -2.35831 -0.0647 -0.0469 0.0614
C -1.57117 2.14372 -1.09004 0.1523 -0.0158 -0.0166
H -5.20935 1.06183 -0.32238 0.0323 -0.0908 -0.0377
H -4.35194 2.38542 -1.13863 -0.0801 0.0433 -0.0080
H -5.90716 1.79502 -1.78358 0.0212 0.0789 0.0125
H -4.37663 1.92925 -3.58464 -0.0250 0.0313 0.0157
H -3.94555 0.27191 -4.04557 0.0395 0.0237 0.0011
H -1.99343 1.69251 -4.21520 -0.0086 -0.0591 -0.0204
H -1.74232 0.53805 -2.89530 -0.0094 -0.0050 0.0413
H -0.53949 1.79727 -1.19222 -0.0103 -0.0685 0.0887
H -2.16747 1.36208 -0.61475 0.0072 -0.0242 -0.0096
H -1.58289 3.03018 -0.45800 -0.0008 0.0444 -0.0471
C 5.50484 -7.02813 4.15425 -0.0628 -0.0098 0.0186
O 4.55774 -6.52651 5.07650 0.0813 0.0127 -0.0595
C 4.60688 -5.11055 5.21090 -0.1335 -0.1047 0.1573
C 3.49721 -4.43165 4.44128 0.0650 0.2314 -0.1569
O 3.66552 -4.58580 3.04487 0.0586 -0.2270 0.0065
C 2.80788 -5.55042 2.46667 -0.0187 0.1052 -0.0039
H 5.29107 -8.08604 4.00549 -0.0140 -0.0033 0.0420
H 5.43908 -6.51444 3.19198 0.0324 0.0148 0.0036
H 6.52220 -6.92784 4.55034 0.0218 0.0222 -0.0528
H 5.57645 -4.72801 4.87919 0.0120 0.0116 -0.0313
H 4.49686 -4.87962 6.27570 0.0023 0.0077 -0.0185
H 3.52241 -3.35838 4.65565 -0.0190 -0.0092 0.0153
H 2.52370 -4.81703 4.76015 -0.0031 -0.0362 0.0187
H 1.77203 -5.19609 2.47941 -0.0216 -0.0617 -0.0068
H 2.87398 -6.51466 2.98062 -0.0129 0.0074 0.0372
H 3.11550 -5.68069 1.43052 0.0045 0.0710 -0.0127
C -6.16690 5.89978 -2.17162 0.0361 -0.0643 -0.0298
O -5.52046 4.88804 -2.91785 -0.0932 0.0457 0.0566
C -4.93421 5.35377 -4.12254 0.0622 -0.2159 0.0382
C -3.43255 5.47956 -3.98806 0.1136 0.1162 -0.0996
O -3.07229 6.50136 -3.07227 -0.0965 -0.0537 0.1030
C -2.66320 5.99150 -1.81147 0.0616 0.0555 -0.0097
H -6.42919 5.47620 -1.20325 -0.0025 -0.0396 -0.0156
H -5.51451 6.76277 -2.01571 -0.0047 0.0162 -0.0111
H -7.08602 6.22418 -2.67348 0.0079 0.0620 0.0077
H -5.37551 6.30936 -4.42278 0.0166 0.0391 0.0167
H -5.15565 4.61789 -4.90312 -0.0100 0.0159 -0.0123
H -3.01086 5.74565 -4.96350 -0.0175 -0.0074 -0.0092
H -3.00112 4.52142 -3.68140 -0.0347 -0.0068 0.0276
H -1.70004 5.47990 -1.89564 -0.0384 -0.0651 0.0244
H -3.40111 5.29854 -1.40069 0.0176 -0.0427 -0.0120
H -2.55511 6.83863 -1.13553 0.0033 0.0391 -0.0458
```
Forces are in eV/Å.

# 2
ORCA calculation (ωB97M-V/def2-TZVPD) on a 5-piece molecular cluster, C16H43NO7PS overall in a non-equilibrium geometry.

Results
**HOMO-LUMO gap**: 8.08 eV
**Total charge**: +1

```
69
Properties=species:S:1:pos:R:3:forces:R:3
C 5.29147 -0.88127 3.00388 1.2461 -0.7448 0.7065
N 3.90680 -0.42258 2.51601 0.2377 -0.5444 -1.5444
C 4.23572 0.83821 1.69198 1.1068 0.2420 -1.1109
C 3.32548 -1.40605 1.52404 4.2108 -2.5276 -5.0821
O 4.07899 -1.87838 0.49253 -5.1570 2.8262 6.6721
C 1.75523 -1.95757 1.53804 1.8008 1.3088 -1.7991
S 0.79962 -1.49137 3.08008 0.5769 -1.8817 1.6382
P -0.27337 0.32173 2.49573 -2.4674 3.3351 -1.7767
O -1.93351 -0.25197 2.26131 2.9579 1.4148 0.2286
O -0.26714 1.49174 3.78713 0.7089 -2.0031 -1.3514
H 5.21048 -1.79436 3.76320 0.0236 2.0906 -1.6330
H 6.00286 -1.20982 2.12442 -1.6127 0.6205 1.5411
H 5.84294 0.03277 3.53814 -1.5730 -2.0270 -1.0673
H 3.36974 1.14272 0.95836 1.6129 -0.5321 1.6677
H 4.58465 1.72180 2.38897 -1.0684 -1.8875 -1.2805
H 5.18364 0.52523 1.03937 -2.1057 0.9640 1.0681
H 1.71981 -3.10596 1.26149 0.0341 2.3227 1.1716
H 1.22027 -1.40152 0.63004 0.8545 -1.1049 2.1298
H 1.67865 -1.09659 4.13950 -0.6130 -0.2733 -1.7499
H -2.14201 -0.05637 1.28168 0.9130 -0.6049 1.6946
H 0.56211 2.07417 3.74915 -1.5109 -1.3036 -0.2448
C -2.26506 3.28121 -1.71882 0.2520 0.1437 -0.1261
C -2.54086 1.80334 -1.94586 -0.6611 0.7389 -0.0210
C -4.01766 1.54821 -2.20204 -0.1013 -0.2825 -0.2029
O -2.12571 1.06410 -0.80026 0.3439 -0.5482 0.7529
H -2.80882 3.65126 -0.84238 -0.1142 -0.0937 -0.0882
H -1.20042 3.44836 -1.52342 -0.1116 -0.0282 -0.1246
H -2.55925 3.87592 -2.58924 0.0936 -0.0411 0.1114
H -1.95229 1.44574 -2.79775 0.0363 -0.1074 0.2731
H -4.62356 1.85680 -1.34275 0.0957 0.1283 -0.0675
H -4.20315 0.47906 -2.35142 0.0450 0.1445 -0.0618
H -4.36432 2.09093 -3.08700 0.0294 -0.0666 0.1493
H -2.64307 1.37498 -0.03889 0.0328 0.2327 -0.5427
C -2.77663 7.51714 -5.67232 -0.3313 0.0331 -0.1538
C -2.50664 6.78379 -4.36810 0.5110 0.3569 -0.3588
C -1.42766 7.48000 -3.55400 0.0067 0.0366 0.3559
O -2.09583 5.44917 -4.65313 0.0690 -0.3906 0.0213
H -1.87715 7.54931 -6.29735 0.0096 0.0646 0.1616
H -3.54632 6.99803 -6.25344 0.0631 0.0961 0.1477
H -3.10992 8.54297 -5.48667 0.0589 -0.1063 -0.0661
H -3.42979 6.72440 -3.78134 0.1330 -0.2149 -0.0923
H -0.48035 7.51084 -4.10390 -0.1403 0.0714 -0.0762
H -1.23515 6.93434 -2.62395 -0.0995 0.0892 -0.0903
H -1.72058 8.50467 -3.30481 0.0854 -0.1060 -0.0275
H -1.27675 5.49211 -5.17396 -0.3801 0.0352 0.2076
C -0.62607 -3.59335 -1.45392 0.1797 -0.2035 0.1240
C -1.49764 -2.72308 -0.56247 -0.2398 -0.2928 -0.8424
C -2.74818 -2.25955 -1.29252 -0.2905 0.0571 0.1660
O -0.75079 -1.58637 -0.13663 0.4587 0.4436 0.2992
H -0.29158 -3.03809 -2.33742 -0.1700 -0.0185 0.0297
H 0.27622 -3.90934 -0.91951 -0.1327 -0.0754 -0.0431
H -1.16719 -4.48491 -1.78581 0.1206 0.1284 0.0295
H -1.78167 -3.28364 0.33481 0.1254 0.2285 0.0289
H -2.48894 -1.65699 -2.17029 0.0571 -0.1394 0.0476
H -3.35970 -1.62411 -0.64286 0.0491 -0.1407 -0.0820
H -3.35291 -3.11117 -1.61949 0.0930 0.1178 0.0374
H -0.49431 -1.08264 -0.92686 -0.3544 -0.0417 0.2111
C 1.55521 -6.67249 4.44453 0.0142 -0.3347 0.1197
C 2.23912 -6.21930 3.16446 -0.3960 0.3431 0.4332
C 2.91018 -4.86680 3.34365 0.4599 0.0715 -0.1753
O 1.27455 -6.13302 2.11881 -0.0984 0.2150 -0.3474
H 0.77253 -5.96566 4.74213 0.1281 0.0701 -0.0135
H 1.06607 -7.64132 4.29721 0.1624 0.1391 0.0056
H 2.27381 -6.76382 5.26497 -0.1222 0.0085 -0.0601
H 2.98455 -6.96296 2.86229 -0.2207 0.1271 -0.1491
H 2.17555 -4.09595 3.60220 -0.1132 -0.1220 0.2028
H 3.38767 -4.54763 2.41095 0.0617 -0.1263 0.0870
H 3.66944 -4.90408 4.13104 -0.0920 0.0738 -0.0800
H 0.60858 -5.47495 2.37848 0.2179 -0.4048 0.0120
```
Forces are in eV/Å.

# 3
ORCA calculation (ωB97M-V/def2-TZVPD) on C16H44CuN4O8S as an isolated structure in a non-equilibrium geometry.

Results
**Energy relative to the best compared isomer or geometry (same formula, charge and spin)**: 11.0 kcal/mol
**HOMO-LUMO gap**: 6.36 eV
**Total charge**: -1

```
74
Properties=species:S:1:pos:R:3:forces:R:3
Cu -0.34695 -0.72183 -0.67269 0.7441 0.0975 -0.0530
S 0.57000 -3.21914 1.33136 -0.5070 -3.2087 1.7700
O 1.57092 -3.33961 2.41013 -0.2080 0.6629 -0.3645
O 0.33872 -1.78371 1.03379 -0.1125 1.8272 -0.8843
O 1.04491 -3.92730 0.12701 0.4206 0.1951 -0.9323
O -0.72461 -3.82089 1.73306 0.1107 0.5373 -0.1537
C -2.12392 1.70803 -2.32075 -0.3103 0.0951 -0.2811
C -1.10764 0.92767 -3.16677 0.0113 1.5291 1.1118
C -0.86596 1.69877 -4.46917 -0.1185 -1.2290 -0.5735
O -0.15334 2.88179 -4.24149 0.1328 -0.0276 0.3824
C 0.23934 3.53279 -5.41590 -0.3073 0.2319 -0.3932
N 0.11097 0.83178 -2.34414 0.9228 0.1473 -0.6928
H -2.96823 1.94436 -2.97600 -0.2834 -0.1706 0.3869
H -1.75342 2.67035 -1.95865 0.3647 -0.0439 -0.2494
H -2.41866 1.17642 -1.41604 -0.1073 -0.2315 -0.2210
H -1.49361 -0.07752 -3.33522 0.0710 0.0395 -0.3000
H -1.82489 1.88464 -4.97088 -0.0769 0.2320 0.0713
H -0.31501 1.04387 -5.16266 0.2382 0.0848 0.0056
H 0.77766 4.43363 -5.13288 0.0237 0.0095 0.0281
H -0.63571 3.81408 -6.01575 -0.0398 0.1061 0.0412
H 0.87234 2.92850 -6.07601 0.1137 -0.2161 0.2426
H 0.88609 0.55552 -2.95896 -0.2874 -0.7597 0.3097
H 0.42990 1.79265 -2.19120 -0.5061 -0.0499 0.5500
C -3.28498 0.85031 1.67337 -0.2699 -0.0764 -0.6840
C -1.92318 1.36165 2.10104 0.5491 -0.0569 0.7129
C -1.66261 1.25522 3.61340 -0.8707 0.0398 -0.2927
O -2.41445 2.28485 4.24477 -0.1141 0.2077 0.0424
C -2.33806 2.24576 5.65146 -0.3028 0.5530 -0.4678
N -0.89153 0.68397 1.34358 0.6671 -0.7233 -0.5723
H -3.36147 -0.23459 1.56010 0.4406 0.0845 0.4205
H -3.42162 1.23061 0.65557 -0.3514 0.0555 0.1016
H -4.12431 1.15585 2.29736 0.1764 0.3223 0.1008
H -1.86851 2.42546 1.85142 -0.0382 0.0609 0.0666
H -0.59870 1.35381 3.84653 0.0571 -0.0519 -0.0546
H -2.04109 0.28341 3.95529 0.2907 -0.1375 0.1122
H -1.28673 2.30432 5.94858 -0.0738 -0.4509 0.3743
H -2.90925 1.39810 6.04345 0.5055 -0.2769 0.1691
H -2.83707 3.13977 6.03486 0.0525 0.0506 -0.1265
H 0.05211 0.98935 1.58044 -0.2257 0.3682 0.1128
H -0.79091 -0.31401 1.56863 -0.4704 0.0682 0.2086
C -0.35093 -4.43632 -3.29257 -0.3145 -0.1241 -0.0869
C -0.62862 -3.05142 -2.69908 0.0408 -0.2301 -0.1249
C -1.71577 -3.13187 -1.64448 0.9284 -0.7568 0.6030
O -2.09541 -1.81095 -1.29702 -0.6978 -0.1350 -0.5540
C -3.33711 -1.69604 -0.62868 0.1915 0.3382 -0.0693
N 0.55636 -2.43534 -2.12928 0.5343 0.2174 0.1827
H -0.07146 -5.18319 -2.54669 0.1494 0.3337 0.2905
H 0.47030 -4.36289 -4.00727 -0.0772 -0.0766 -0.1152
H -1.23774 -4.85309 -3.78136 0.0470 0.1643 -0.2362
H -0.97672 -2.35185 -3.46898 -0.1702 -0.2782 -0.2857
H -1.29254 -3.63798 -0.76405 -0.0894 0.0810 0.0645
H -2.54283 -3.76412 -1.98397 -0.3243 0.4475 -0.2026
H -3.25338 -1.98553 0.42141 0.0313 -0.1162 -0.0555
H -4.12219 -2.28176 -1.11687 0.1026 -0.1089 -0.0689
H -3.58233 -0.63662 -0.71783 -0.2220 -0.1422 0.2419
H 1.30847 -2.41293 -2.81181 -0.1830 0.2251 -0.2110
H 0.93842 -3.03016 -1.37343 -0.3342 -0.0093 0.4439
C 2.80209 0.86942 0.62850 0.4431 0.9612 -0.8755
C 3.20174 0.04609 1.83153 -0.4254 0.4450 1.0466
C 4.16950 0.82365 2.74451 -0.8316 -0.5346 -0.2082
O 5.45067 0.93718 2.17200 0.1799 -0.0372 0.2468
C 6.36534 1.46466 3.08478 0.6488 -0.0028 0.5286
N 2.01492 -0.20648 2.67560 0.0931 -0.4595 -0.4425
H 2.08977 1.67088 0.84979 -0.0900 -0.1990 0.4594
H 2.38293 0.34222 -0.23321 0.0337 -0.4080 0.3213
H 3.68282 1.41552 0.26426 0.0636 -0.2322 -0.1310
H 3.63391 -0.90735 1.51210 0.3344 0.1340 0.0072
H 4.17671 0.29387 3.70737 0.5003 -0.1575 -0.0602
H 3.73053 1.80237 2.99421 0.1186 0.1379 -0.3184
H 6.47782 0.87832 4.00964 -0.4939 -0.1968 -0.0510
H 6.10233 2.48144 3.40062 0.0196 0.0994 -0.1615
H 7.37762 1.44315 2.67545 -0.2126 0.2455 -0.4401
H 1.55688 -0.99882 2.19914 -0.4132 0.4562 0.2800
H 2.31137 -0.64277 3.54562 0.1078 0.0234 -0.0425
```
Forces are in eV/Å.